C2H4F4Si | wB97M-V/def2-TZVPD

Geometry (Å):
C1 1.467905 -0.051644 0.005694
C2 2.756473 0.165447 0.077187
F1 3.356830 1.360305 0.056616
F2 -3.590728 -1.424101 -0.014538
F3 -3.262497 1.109098 0.472546
F4 -1.457227 -0.602319 0.779518
Si1 -2.588421 -0.155788 -0.192293
H1 0.829212 0.772575 -0.037031
H2 -2.019294 0.276423 -1.517492
H3 0.843154 -0.914778 0.175545
H4 3.664595 -0.535217 0.194247

Cartesian forces, eV/Å:
C -0.277 -0.120 0.451
C 2.898 -2.228 0.477
F -0.707 1.050 -0.288
F 0.582 1.338 -0.960
F -0.181 -0.048 -0.256
F 1.138 -0.095 0.418
Si -1.018 -0.550 0.144
H -0.666 1.669 -0.247
H -0.616 -0.654 0.657
H 1.008 -0.718 -0.197
H -2.163 0.356 -0.198

LUMO level = 0.0304 hartree
structure (SMILES) = F[SiH](F)F.C=CF
net charge = 0
largest force on an atom = 3.7 eV/Å
frontier orbital gap = 11.02 eV

---

C2H4FIO | wB97M-V/def2-TZVPD

Geometry (Å):
C1 -1.343780 0.573798 -0.107053
C2 1.991541 -0.611659 0.815045
O1 -0.518980 -0.399684 -0.678189
F1 2.122554 -1.562459 -0.091024
I1 2.957039 1.046776 0.009900
H1 -2.100144 0.100186 0.697452
H2 -1.931452 0.896936 -0.909384
H3 -0.621701 1.195706 0.511424
H4 -0.555073 -1.239603 -0.248167

Cartesian forces, eV/Å:
C 0.049 -1.915 4.163
C -0.175 -0.965 -0.596
O 0.890 -0.517 -1.090
F -0.108 0.326 0.666
I 0.266 0.622 -0.125
H 1.515 0.969 -1.689
H -0.706 1.724 -0.763
H -1.516 0.361 -1.098
H -0.216 -0.606 0.534

LUMO level = -0.0272 hartree
net charge = 0
largest force on an atom = 4.6 eV/Å
frontier orbital gap = 8.83 eV

---

Q: What is the net charge in the second record?
A: 0